Record 1
Entry from OMol25: C4H11Cl3HgO3 as an isolated structure (wB97M-V/def2-TZVPD).

- LUMO level: 4.37 eV
- Gap between HOMO and LUMO: 4.8 eV
- Charge: -2

The geometry in XYZ format:
```
22
Properties=species:S:1:pos:R:3:forces:R:3:nbo_charge:R:1
Hg -15.61597 -7.73840 1.76064 -1.631 -0.729 0.631 1.491
C -13.85503 -4.96381 1.79574 0.200 -0.216 0.029 -0.196
O -14.27289 -6.13316 2.36797 -0.047 -0.357 0.007 -0.968
H -14.34160 -4.06696 2.22980 -0.159 0.003 -0.184 0.115
H -12.76773 -4.81301 1.99658 0.003 0.057 -0.096 0.094
H -13.96146 -4.91399 0.69428 -0.114 0.114 0.023 0.112
C -15.13168 -8.46476 4.65350 -0.436 0.048 -0.357 -0.229
O -15.96574 -9.01318 3.69265 0.874 0.286 0.066 -0.976
H -15.43973 -7.42050 4.85794 0.364 0.081 0.305 0.123
H -15.13086 -9.00053 5.63292 -0.229 -0.113 -0.029 0.079
H -14.06006 -8.44316 4.35915 0.038 0.150 0.032 0.102
C -16.52954 -10.10280 -0.38604 0.017 0.306 -0.008 -0.202
O -16.27601 -9.72762 0.90015 0.636 0.623 0.098 -0.919
H -17.47528 -9.68887 -0.80045 -0.033 -0.064 0.032 0.111
H -15.75130 -9.81303 -1.13239 0.074 -0.105 0.023 0.086
H -16.61085 -11.20996 -0.42476 -0.048 0.002 -0.233 0.103
Cl -18.18430 -6.80547 1.78208 0.063 0.303 -0.228 -0.907
C -11.44237 -8.51172 0.51792 -0.895 0.601 0.119 -0.410
Cl -13.00324 -8.88629 1.24842 0.602 -0.474 -0.178 0.043
Cl -10.29517 -9.85775 0.63620 0.238 0.011 -0.106 -0.075
H -11.64065 -8.25785 -0.51782 0.246 -0.327 -0.135 0.208
H -11.04956 -7.62670 1.00745 0.237 -0.202 0.192 0.216
```
Forces are in eV/Å.


Record 2
Entry from OMol25: C40H87NO19S as an isolated structure (wB97M-V/def2-TZVPD).

- LUMO level: 0.43 eV
- Gap between HOMO and LUMO: 8.8 eV

The geometry in XYZ format:
```
148
Properties=species:S:1:pos:R:3:forces:R:3:mulliken_charge:R:1
O 5.43990 -1.31676 2.41355 0.120 -0.015 -0.019 -0.674
S 4.23147 -0.80018 1.87446 -0.591 0.839 0.112 0.927
O 2.99465 -1.04134 2.52336 -0.101 -0.390 0.011 -0.301
O 4.15030 -1.15936 0.33747 -0.015 -0.145 -0.227 -0.211
C 4.51529 -0.02245 -0.51228 -0.645 -0.558 0.180 -0.061
C 5.10750 0.95788 0.48071 1.653 -0.396 -0.249 0.138
C 5.36345 2.38755 0.06671 -1.045 -0.190 -0.155 -1.370
C 4.08472 3.14541 -0.29160 0.264 0.882 0.193 0.182
C 3.21333 3.53298 0.90826 -0.318 -0.391 -0.269 -1.117
N 2.20777 2.48824 1.10627 -0.164 0.549 0.399 0.424
C 0.94624 2.67523 0.35828 0.707 -0.672 0.403 -1.183
C 0.56698 1.34253 -0.23171 -0.146 0.273 -0.454 0.981
C 0.77472 1.08719 -1.58462 -0.086 -0.412 0.139 -1.649
C 0.48463 -0.16021 -2.12967 0.034 -0.008 0.102 -0.200
C -0.01519 -1.17170 -1.32222 -0.743 1.015 0.136 -0.821
C -0.24864 -0.92498 0.02564 -0.051 0.177 -0.339 -0.788
C 0.03955 0.32352 0.55491 -0.068 -0.114 0.190 -0.222
O -0.16229 0.58078 1.89612 -0.090 0.308 -0.028 -0.098
O 4.31117 0.78057 1.65724 0.375 -0.224 0.248 -0.256
H 3.59403 0.27970 -1.00765 -0.016 0.252 0.073 -0.071
H 5.22566 -0.40879 -1.23647 0.167 0.178 -0.027 0.410
H 6.09356 0.53597 0.72320 0.021 0.056 0.044 0.349
H 6.01965 2.36565 -0.80558 0.055 -0.203 -0.022 0.411
H 5.93459 2.86688 0.86095 -0.127 0.182 0.077 0.433
H 4.35541 4.05523 -0.83196 0.079 -0.019 -0.096 0.262
H 3.45149 2.56085 -0.95950 0.115 -0.048 -0.144 -0.031
H 2.75933 4.51487 0.72644 -0.047 0.034 -0.001 0.406
H 3.80845 3.63054 1.81676 0.094 -0.061 0.009 0.537
H 1.99742 2.40443 2.09128 -0.018 -0.201 -0.020 -0.048
H 0.17802 3.03960 1.03925 -0.225 0.209 -0.262 0.017
H 1.13219 3.37792 -0.45128 -0.224 0.182 -0.003 0.469
H 1.16531 1.86467 -2.23003 0.009 0.128 0.044 0.606
H 0.64660 -0.35042 -3.18000 0.060 0.103 -0.020 0.647
H -0.22516 -2.13934 -1.73412 -0.217 0.012 -0.069 0.728
H -0.62780 -1.72100 0.65330 -0.116 0.068 0.121 0.833
H -1.03521 0.25839 2.14392 0.079 -0.184 0.116 0.274
C 0.76972 2.36408 4.86366 0.017 0.027 -0.006 -0.514
O -0.06386 3.05963 5.77576 -0.011 -0.133 -0.027 -0.452
C -1.43536 3.01156 5.42333 0.074 0.164 0.116 -0.242
C -2.19058 1.95455 6.20102 -0.114 -0.089 -0.148 -0.644
O -1.74777 0.64637 5.87992 0.098 0.027 0.024 -0.219
C -0.85301 0.09853 6.83455 -0.011 -0.036 -0.012 -0.764
H 1.74666 2.24177 5.32855 -0.010 0.052 0.032 0.338
H 0.36847 1.37962 4.61640 0.022 0.002 -0.045 0.143
H 0.88720 2.94413 3.94010 -0.025 -0.044 -0.026 0.334
H -1.54927 2.83625 4.34753 0.002 -0.028 -0.008 0.022
H -1.86352 3.99231 5.65336 -0.037 -0.015 -0.015 0.460
H -3.25016 2.01196 5.93221 -0.004 0.036 0.025 0.391
H -2.10437 2.13941 7.27619 0.041 0.008 0.002 0.361
H -1.39575 -0.21931 7.73129 0.029 0.024 0.026 0.274
H -0.07552 0.81176 7.11588 -0.012 0.016 -0.004 0.390
H -0.38283 -0.77322 6.38231 -0.022 -0.007 0.007 0.160
C -0.45935 -1.66864 -5.07544 0.003 -0.044 -0.047 -1.183
O -0.98856 -0.44956 -5.56551 -0.061 -0.094 0.023 -0.218
C -0.96308 -0.34863 -6.97895 0.001 0.173 0.110 -0.597
C -2.31173 -0.65648 -7.59219 0.009 -0.141 -0.170 -0.491
O -2.69322 -2.00558 -7.38341 0.031 0.024 0.107 -0.382
C -3.61370 -2.17539 -6.32044 -0.011 -0.026 -0.031 -0.685
H -0.74693 -1.76594 -4.03090 -0.025 0.029 -0.025 0.306
H -0.84383 -2.52898 -5.62869 0.013 0.013 -0.034 0.605
H 0.63539 -1.65655 -5.13615 0.010 -0.104 -0.015 0.434
H -0.19811 -1.00978 -7.39883 -0.017 -0.028 -0.010 0.331
H -0.69190 0.68243 -7.22712 0.007 -0.011 -0.030 0.366
H -2.24943 -0.50070 -8.67369 -0.002 0.037 0.007 0.386
H -3.07131 0.02482 -7.19579 0.012 0.008 0.034 0.318
H -4.61600 -1.85423 -6.62401 -0.005 0.029 0.043 0.329
H -3.31052 -1.61990 -5.43007 -0.002 0.009 -0.001 0.258
H -3.64474 -3.23686 -6.07986 -0.005 -0.009 -0.042 0.252
C -3.57761 7.11454 0.11591 -0.041 0.015 -0.020 -0.647
O -4.27842 6.21178 -0.71976 0.083 -0.037 0.074 -0.397
C -3.46843 5.62474 -1.72440 -0.206 0.012 -0.029 -0.580
C -3.02688 4.22645 -1.35219 0.235 -0.054 -0.062 -0.595
O -2.16965 4.22521 -0.22215 -0.066 0.084 0.065 -0.066
C -2.82294 3.87025 0.98208 0.073 -0.050 -0.002 -0.977
H -4.20340 7.31010 0.98518 -0.031 0.009 -0.024 0.246
H -2.62465 6.69860 0.45122 0.005 -0.001 -0.004 0.213
H -3.39527 8.06030 -0.40606 0.050 0.001 0.015 0.333
H -2.59600 6.25337 -1.93106 0.025 -0.013 0.018 0.334
H -4.06991 5.57116 -2.63702 0.029 -0.003 -0.016 0.378
H -2.46109 3.80260 -2.18798 -0.034 -0.019 -0.011 0.328
H -3.89714 3.58669 -1.17637 -0.027 0.025 0.012 0.398
H -3.00320 2.78954 1.01757 -0.048 0.006 0.014 0.302
H -3.77142 4.39924 1.09977 -0.008 -0.003 -0.005 0.540
H -2.16336 4.14160 1.80621 0.031 -0.018 -0.018 0.189
C -2.01075 -2.53952 4.60322 -0.124 0.104 -0.051 -0.888
O -1.30131 -2.91630 3.43751 -0.010 -0.014 0.018 0.016
C 0.06244 -2.51401 3.45117 -0.023 -0.100 -0.213 1.476
C 0.98119 -3.65600 3.81871 0.198 0.089 0.176 -0.567
O 0.77120 -4.09727 5.15321 -0.137 -0.025 -0.036 -0.432
C -0.02317 -5.26403 5.24132 0.038 0.014 0.029 -0.502
H -2.94345 -3.10349 4.62244 0.008 -0.021 -0.038 0.196
H -1.44383 -2.76394 5.50972 -0.004 -0.027 0.000 0.414
H -2.24607 -1.47013 4.57991 0.030 -0.014 0.114 0.211
H 0.21111 -1.66892 4.13004 0.018 0.008 0.005 -0.326
H 0.30976 -2.17777 2.44238 0.147 0.049 0.080 -0.899
H 2.01424 -3.30714 3.74701 -0.010 0.011 -0.039 0.392
H 0.85327 -4.48753 3.11632 -0.034 -0.001 -0.009 0.217
H 0.55620 -6.14848 4.95176 -0.040 -0.018 -0.036 0.296
H -0.91548 -5.19590 4.61280 -0.002 -0.003 -0.004 0.077
H -0.33333 -5.37471 6.27951 0.036 0.000 0.011 0.311
C 1.94093 5.00210 -4.09945 0.002 -0.048 0.068 -0.784
O 3.11521 5.42698 -3.43004 -0.061 0.044 -0.056 -0.184
C 4.15983 5.80743 -4.31100 0.063 -0.063 0.208 -0.537
C 4.25389 7.31011 -4.46097 0.012 0.070 -0.210 -0.584
O 3.10441 7.85240 -5.08830 -0.060 -0.074 0.079 -0.383
C 2.18344 8.43037 -4.18090 0.005 0.031 -0.039 -0.660
H 1.13483 4.98148 -3.36674 0.024 -0.021 0.024 0.170
H 1.66784 5.68341 -4.90813 0.003 0.002 -0.004 0.416
H 2.07273 3.99314 -4.50620 -0.020 0.015 -0.047 0.307
H 4.02827 5.33637 -5.29014 -0.018 0.027 -0.020 0.363
H 5.09742 5.43882 -3.88254 0.013 0.002 -0.031 0.351
H 5.11268 7.54575 -5.09695 0.021 -0.006 0.030 0.393
H 4.41759 7.77821 -3.48507 -0.014 -0.025 0.024 0.312
H 2.54792 9.40113 -3.82816 -0.009 -0.013 0.051 0.327
H 1.99901 7.78039 -3.32242 0.008 0.000 0.006 0.245
H 1.24740 8.58208 -4.71602 0.022 0.019 -0.032 0.246
C -5.69784 -6.02903 2.47589 -0.013 -0.012 0.038 -0.702
O -4.80640 -6.80193 3.25812 0.033 0.052 -0.077 -0.385
C -4.19089 -7.85748 2.53853 -0.016 -0.015 0.209 -0.613
C -2.78660 -7.50170 2.10093 0.052 -0.049 -0.213 -0.268
O -2.77476 -6.44077 1.16222 -0.103 0.069 0.069 -0.445
C -2.46062 -5.18334 1.74213 0.065 -0.047 -0.120 -0.390
H -5.91593 -5.11796 3.03106 -0.008 -0.021 0.032 0.245
H -5.26024 -5.76010 1.51187 0.000 -0.002 -0.005 0.287
H -6.63452 -6.57238 2.30914 0.002 0.011 -0.050 0.335
H -4.79655 -8.13657 1.67035 0.010 0.019 -0.025 0.335
H -4.14271 -8.72144 3.20864 0.007 -0.018 -0.029 0.397
H -2.34045 -8.37382 1.61184 0.004 -0.019 0.042 0.408
H -2.17195 -7.25199 2.97248 -0.019 0.014 0.020 0.151
H -1.39069 -5.11701 1.95819 -0.007 0.030 0.082 -0.146
H -3.02222 -5.00450 2.66058 0.023 -0.018 0.021 0.452
H -2.71858 -4.41117 1.01871 0.026 -0.014 -0.031 0.360
C 2.01431 -3.05662 -1.22356 0.549 -0.475 -0.046 -0.719
O 1.12307 -3.44758 -2.25801 0.327 -0.371 -0.054 0.140
C 1.63432 -4.48078 -3.08262 -0.182 0.068 -0.112 -0.612
C 1.04448 -5.82330 -2.71121 0.157 -0.206 0.027 -0.649
O 1.43246 -6.23001 -1.41117 -0.052 0.148 0.082 -0.423
C 0.44045 -5.99834 -0.42151 0.031 -0.121 -0.049 -0.640
H 1.46816 -2.47265 -0.50007 0.177 -0.080 0.099 -0.298
H 2.44543 -3.92659 -0.72281 0.037 -0.035 -0.069 0.675
H 2.81947 -2.43830 -1.63348 0.029 -0.007 0.037 0.279
H 2.72669 -4.51367 -3.03099 0.000 -0.029 0.045 0.354
H 1.35387 -4.24544 -4.11530 0.013 -0.023 -0.006 0.310
H 1.41627 -6.57694 -3.41250 -0.029 0.007 -0.025 0.465
H -0.04680 -5.79205 -2.79544 -0.010 0.036 -0.001 0.275
H -0.36279 -6.73776 -0.50094 -0.062 0.074 0.015 0.399
H 0.01519 -4.99465 -0.49810 -0.001 0.004 -0.012 0.136
H 0.91819 -6.10478 0.55177 0.035 -0.026 -0.014 0.295
```
Forces are in eV/Å.